Entry 1:
An isolated molecule of C2H4N2OS in a non-equilibrium geometry. Source: OMol25; level of theory: the ωB97M-V functional and the def2-TZVPD basis.

```
10
Properties=species:S:1:pos:R:3:forces:R:3
C 0.0519 1.3754 -0.8068 0.2003 -4.1029 0.2259
C 0.4036 0.7932 0.3520 0.7512 1.2760 0.5795
N 0.6612 -0.7558 -1.4200 1.0728 -0.3377 -3.0866
N -0.4555 -1.5981 0.7677 -1.8024 1.9593 -1.2753
O 0.0762 0.4410 -1.8303 -0.6505 2.4843 0.3776
S 0.8973 -0.8221 0.0821 0.1705 -1.1707 2.0400
H -0.4142 2.2957 -0.9408 -0.5450 1.3074 -0.6849
H 0.3884 1.0876 1.3832 0.0262 0.7754 -0.0184
H -0.4401 -1.9845 1.6636 0.5543 -0.8785 1.7429
H -1.1690 -0.8326 0.7492 0.2225 -1.3125 0.0994
```
Forces are in eV/Å.

* molecular weight: 104.134 g mol⁻¹
* net charge: 0
* DFT total energy: -661.38456 Eh

---

Entry 2:
An isolated molecule of C12H13PS in a non-equilibrium geometry. Source: OMol25; level of theory: the ωB97M-V functional and the def2-TZVPD basis.

```
27
Properties=species:S:1:pos:R:3:forces:R:3
C -2.9453 -1.8883 0.5419 -1.4043 -0.4121 1.2423
C -2.0717 -1.1631 1.3627 -0.1489 -1.2348 1.1354
C -2.7437 -2.0129 -0.8101 0.3167 1.2368 1.2456
C -0.9242 -0.6351 0.8348 0.0712 0.8274 0.6343
C -1.6349 -1.3654 -1.3492 -0.5442 -1.3841 -1.6462
C -0.7308 -0.7302 -0.5515 1.1215 1.4313 0.4080
C 1.4706 2.1365 0.1312 3.0776 -0.7527 1.6098
C 2.3800 0.9528 0.2906 1.5823 3.9195 3.0173
C 0.4202 1.8896 -0.6075 -1.3269 1.0730 -0.5227
C 2.0666 -0.0844 -0.3755 -1.6355 -3.2306 -3.0593
C -0.6498 2.9220 -0.8181 2.0173 1.0323 5.6885
C 2.7006 -1.4391 -0.5029 -0.8122 -0.1204 -0.2846
P 0.5503 0.2876 -1.4051 0.6964 -0.6806 0.2449
S 4.1001 -1.7083 0.5713 1.1158 -0.5533 -1.0665
H -3.8802 -2.3539 0.9648 1.1529 0.6138 -0.2836
H -2.2001 -1.1450 2.4673 -0.2082 0.1314 -0.9727
H -3.5792 -2.3967 -1.3216 -0.3241 -0.7742 -1.2296
H -0.2921 -0.0623 1.5648 -0.1773 -0.5558 -1.2960
H -1.4673 -1.4643 -2.4378 -0.0055 0.4180 0.6707
H 1.8285 3.0550 0.6306 -0.8325 -0.2426 -0.4556
H 3.2398 1.0162 1.0031 -0.6248 -0.0726 -0.8119
H -0.2183 3.9725 -0.6436 -0.8573 -1.4902 -0.7962
H -1.3902 2.7522 0.0235 0.5822 0.3453 -0.7925
H -1.1471 2.7151 -1.6376 -2.4143 -0.1254 -4.4370
H 3.1512 -1.5866 -1.4933 -0.6684 -0.0272 -0.0214
H 1.8649 -2.1680 -0.3068 1.0679 0.2343 -0.4083
H 3.3745 -1.4225 1.5734 -0.8173 0.3933 2.1874
```
Forces are in eV/Å.

* molecular weight: 220.277 g mol⁻¹
* net charge: 0
* DFT total energy: -1204.52790 Eh
* SMILES: Cc1ccc(CS)p1-c1ccccc1

---

Entry 3:
A structure of composition C7H12AsF6MnO15S in a non-equilibrium geometry. Source: OMol25; level of theory: the ωB97M-V functional and the def2-TZVPD basis.

```
43
Properties=species:S:1:pos:R:3:forces:R:3
Mn -0.8049 -0.2326 -0.3811 -2.3487 -2.0624 -2.2742
O 1.2737 -1.2447 -4.1317 1.1314 0.6781 -0.4838
C 0.4488 -1.3838 -3.0671 -3.8776 -2.8312 2.3533
O 0.3676 -0.4603 -2.2138 1.7521 2.1110 0.2010
O -0.2381 -2.3975 -2.9528 1.2359 -0.3816 -1.4617
H 1.7043 -0.4301 -3.8624 0.3627 0.5367 -0.4187
O -4.7605 -0.5886 -1.9545 -0.9407 0.5008 0.6096
C -3.5640 -1.2125 -1.9367 3.5138 -1.9221 -1.5811
O -3.2926 -2.1506 -2.6873 -3.0561 -1.3998 -1.9681
O -2.6137 -0.8354 -1.2526 0.4402 3.0769 3.4062
H -5.2627 -1.1123 -2.5832 0.0739 -0.1111 -0.1965
O -0.3624 -4.3985 1.2305 -0.0798 0.0035 -0.5092
C -0.7452 -3.5050 0.2473 -2.3443 3.5579 -4.4523
O -1.4716 -3.8609 -0.7426 1.5480 -1.8833 3.2418
O -0.3952 -2.2955 0.3243 1.1818 -0.0794 2.0897
H -0.7729 -5.0999 0.7195 -0.1463 -1.3770 0.3782
O -3.1419 0.6815 2.9225 0.5331 0.5067 0.6726
C -2.8485 1.0603 1.6509 -4.9203 1.3712 -6.4462
O -3.7179 1.4916 0.8293 -0.3373 -0.3508 4.2558
O -1.7439 0.8492 1.1534 4.4897 -0.8954 2.2326
H -2.2289 0.5903 3.2051 0.2091 -0.6318 0.7958
As -2.1616 2.6645 -2.5064 -0.7250 -2.6581 -1.1710
F -1.8821 4.2920 -1.7438 0.1302 -1.7149 -0.6991
F -0.9538 1.7784 -1.3747 -1.5017 1.8755 -1.3314
F -2.5060 1.0970 -3.4536 0.6524 2.2800 1.5180
F -3.3066 3.4466 -3.6614 1.0552 -0.0003 0.6757
F -0.7709 2.8644 -3.6706 -1.3092 0.5057 1.4024
F -3.5280 2.3244 -1.4432 1.8091 0.8143 -1.3754
O 2.6687 2.1268 0.7365 -0.7486 -1.4393 1.4076
S 1.9857 0.9818 1.3355 -1.8756 -2.0625 -2.4738
O 0.9084 0.3165 0.5219 5.1799 2.2908 3.6739
O 3.1098 -0.1930 1.7628 -0.1092 1.5915 -0.7547
C 4.3407 0.4240 2.2402 -0.6985 0.5507 1.2414
C 5.4271 -0.5626 2.2140 0.3398 -1.0707 -1.1109
C 1.4034 1.2895 3.0102 -1.1202 0.8831 0.2283
H 4.2427 0.6310 3.3059 -0.6832 1.0621 0.0215
H 4.5950 1.2822 1.6182 -0.2451 0.0692 0.2849
H 6.4197 -0.1123 2.2122 -0.0884 0.1469 -0.2340
H 5.1535 -0.9885 1.2487 1.1189 -1.0653 -0.0789
H 5.4062 -1.2763 3.0376 -0.2871 -0.1799 -0.2594
H 1.5396 0.5269 3.7770 0.5950 -0.3728 -0.6811
H 0.3199 1.3742 2.9268 -0.1784 0.1107 -0.4343
H 1.7592 2.2475 3.3892 0.2691 -0.0336 -0.2941
```
Forces are in eV/Å.

* molecular weight: 612.073 g mol⁻¹
* net charge: -3
* DFT total energy: -5786.81807 Eh
* multiplicity: 6

---

Entry 4:
The ion C6H10N with charge +1 in a non-equilibrium geometry. Source: OMol25; level of theory: the ωB97M-V functional and the def2-TZVPD basis.

```
17
Properties=species:S:1:pos:R:3:forces:R:3
C 0.9274 0.9170 -1.1589 -0.3399 0.9656 -3.0226
C 2.3478 0.8500 -0.6850 1.0600 3.5567 1.5698
C 1.4742 0.4666 0.3968 1.7578 -0.5651 0.2473
C -1.8256 0.3142 -0.5285 -2.6393 1.7697 -2.2013
C -0.6730 -1.2241 1.2816 0.9323 2.1229 -0.7102
C -0.7978 -0.6797 -0.2139 0.3944 -0.9476 2.2030
N 0.4988 -0.0049 -0.3846 -2.1663 -1.7539 -0.0766
H 2.9011 0.1470 -1.1875 0.8892 -1.9377 -1.2118
H 2.8852 1.8164 -0.6381 -0.2321 -0.6225 0.2184
H 1.2655 1.0386 1.2506 -0.1619 0.4974 1.4039
H -1.9322 1.2435 0.0674 0.5166 -0.7257 0.1482
H -1.6038 0.7088 -1.6271 -0.9351 -0.9679 2.1247
H -2.8330 -0.2193 -0.4591 1.2521 0.8339 -0.4603
H -0.5702 -0.2987 1.9866 -0.4826 -1.7454 -1.1364
H 0.2902 -1.7369 1.2801 -0.0490 -0.1952 0.3678
H -1.4134 -1.9143 1.6333 -0.6077 -0.0429 -0.0838
H -0.9411 -1.4241 -1.0138 0.8115 -0.2424 0.6198
```
Forces are in eV/Å.

* molecular weight: 96.153 g mol⁻¹
* net charge: +1
* DFT total energy: -288.92811 Eh
* SMILES: CC(C)[N+]1=C2C[C@@H]21

---

Entry 5:
A structure of composition C4H3NO in a non-equilibrium geometry. Source: OMol25; level of theory: the ωB97M-V functional and the def2-TZVPD basis.

```
9
Properties=species:S:1:pos:R:3:forces:R:3
O -1.1551 1.1599 -0.6042 -0.1550 -0.5605 -0.0074
C -0.5096 -0.0546 -0.2945 -0.6001 -1.6238 -0.3950
C 0.9638 0.0993 -0.2692 0.2257 -0.5840 -0.1586
C 2.1585 0.2758 -0.1875 -0.8810 -0.2662 -0.1513
C -1.0761 -0.8406 0.7716 -0.4055 -0.2351 2.4363
N -1.5970 -1.6379 1.4317 0.2519 0.5151 0.1050
H -0.8807 1.8655 0.0195 -0.0374 -0.7838 -0.3203
H -1.1343 -1.2489 -0.7230 2.1620 3.5081 -1.5100
H 3.2307 0.3815 -0.1444 -0.5607 0.0302 0.0012
```
Forces are in eV/Å.

* molecular weight: 81.074 g mol⁻¹
* net charge: 0
* DFT total energy: -284.03186 Eh

---

Entry 6:
A structure of composition C44H37N6O3PRe. Source: OMol25; level of theory: the ωB97M-V functional and the def2-TZVPD basis.

```
92
Properties=species:S:1:pos:R:3:forces:R:3
Re -0.0969 -0.3499 -0.0903 -0.0107 0.4304 0.3427
C -5.1698 2.7816 -2.7072 0.0344 -0.0441 0.0169
C -4.3398 1.6420 -2.1770 -0.0350 0.0306 -0.0103
C -4.7230 0.9375 -1.0365 -0.0235 -0.0118 -0.0087
C -3.9357 -0.0686 -0.5070 -0.0700 0.0495 0.0558
C -2.7356 -0.4290 -1.1074 0.0843 -0.3039 0.0707
N -1.8144 -1.3431 -0.5318 -0.1810 -0.1184 0.0285
C -2.1521 -2.6771 -0.3912 0.0979 0.3901 -0.0503
C -3.4366 -3.1410 -0.7246 -0.1278 -0.0844 0.0177
C -3.8289 -4.4470 -0.5397 -0.0429 0.0620 -0.0447
C -2.9493 -5.3923 -0.0228 -0.0302 -0.0858 0.0120
C -3.3586 -6.8276 0.1840 0.0229 0.0436 -0.0035
C -1.6623 -4.9697 0.2424 0.0097 -0.0334 0.0098
C -1.2426 -3.6524 0.0517 0.3218 -0.0859 0.0760
N 0.1695 -3.3971 0.2673 -0.1750 0.1249 -0.0194
C 1.0769 -4.3035 0.6748 0.0069 -0.1133 0.0443
C 2.3307 -3.7381 0.6354 0.0304 -0.0209 -0.0288
C 2.1089 -2.4472 0.1859 -0.0156 0.0195 -0.0862
N 0.8073 -2.2319 -0.0277 0.1921 -0.1660 -0.1078
C -2.3690 0.2692 -2.2523 0.2092 -0.0019 -0.1963
C -3.1385 1.2942 -2.7773 -0.0491 0.0247 -0.0402
N -1.1385 -0.0748 -2.9009 0.0092 -0.0679 0.1697
C -0.9268 -0.3125 -4.2055 -0.0776 -0.0019 -0.0479
C 0.3728 -0.7417 -4.3564 0.0316 -0.0305 -0.0117
C 0.9004 -0.7468 -3.0664 0.0187 -0.0083 0.0351
N -0.0127 -0.3356 -2.1893 -0.1848 0.2797 -0.3123
H -6.2196 2.6596 -2.4437 0.0095 -0.0092 -0.0021
H -4.8328 3.7312 -2.2864 0.0000 -0.0057 0.0051
H -5.0974 2.8573 -3.7922 0.0048 -0.0105 0.0127
H -5.6487 1.2013 -0.5387 0.0140 0.0003 -0.0035
H -4.2326 -0.5753 0.4026 0.0028 0.0319 -0.0007
H -4.1418 -2.4343 -1.1362 -0.0044 -0.0456 0.0059
H -4.8376 -4.7396 -0.8078 0.0095 0.0153 0.0158
H -4.4317 -6.9069 0.3554 0.0100 0.0104 0.0022
H -3.1207 -7.4381 -0.6897 0.0014 0.0163 -0.0038
H -2.8486 -7.2667 1.0419 -0.0006 0.0037 -0.0092
H -0.9669 -5.7170 0.5950 -0.0243 0.0201 -0.0102
H 0.7984 -5.2987 0.9618 0.0247 0.0216 -0.0143
H 3.2654 -4.2050 0.8910 -0.0285 0.0124 0.0069
H 2.8064 -1.6428 0.0234 -0.0090 -0.0303 0.0019
H -2.7883 1.8309 -3.6525 0.0031 -0.0085 0.0239
H -1.7230 -0.1818 -4.9196 0.0233 -0.0007 0.0255
H 0.8690 -1.0223 -5.2687 -0.0163 0.0138 0.0253
H 1.8881 -1.0181 -2.7312 -0.0077 0.0138 -0.0142
O -1.9357 2.6938 1.8756 -0.0285 0.0123 0.0182
C -1.1386 2.4137 1.0027 0.0450 -0.1008 -0.1385
O -1.2115 1.3233 0.2921 -0.1225 -0.0402 0.1897
C -0.0326 3.3835 0.6680 0.0680 -0.0422 -0.0561
C -0.3360 4.7324 0.8487 0.0403 0.0094 0.0012
C 0.5758 5.7174 0.5161 0.0131 -0.0322 0.0009
C 1.8189 5.3575 0.0108 -0.0171 0.0056 -0.0028
C 2.1397 4.0204 -0.1431 0.0297 0.0589 0.0218
C 1.2281 3.0119 0.1817 -0.0197 -0.0056 0.0379
P 1.7696 1.2647 0.0334 0.0495 -0.2803 0.0039
C 3.0419 1.0668 1.3376 0.0012 -0.0453 0.0421
C 2.8326 0.0633 2.2815 0.1216 -0.0635 0.0061
C 3.7404 -0.1432 3.3153 0.0035 0.0233 -0.0462
C 4.8721 0.6503 3.4056 0.0003 0.0082 -0.0050
C 5.1018 1.6429 2.4578 -0.0108 -0.0181 0.0147
C 4.1961 1.8488 1.4314 -0.0446 0.0534 -0.0121
C 2.7476 1.3044 -1.5054 0.0505 -0.0049 0.0440
C 3.9120 0.5506 -1.6232 0.0372 -0.0410 -0.0311
C 4.5937 0.4928 -2.8330 -0.0343 -0.0029 0.0128
C 4.1178 1.1939 -3.9318 -0.0223 0.0215 0.0141
C 2.9543 1.9464 -3.8207 0.0225 -0.0224 0.0134
C 2.2700 1.9968 -2.6166 -0.0161 0.0148 -0.0352
H -1.3088 4.9815 1.2511 0.0109 -0.0008 -0.0218
H 0.3198 6.7614 0.6445 0.0045 -0.0231 -0.0024
H 2.5397 6.1167 -0.2647 -0.0107 -0.0070 0.0159
H 3.1127 3.7649 -0.5429 -0.0431 -0.0115 -0.0110
H 1.9631 -0.5770 2.1889 0.0050 -0.0015 0.0169
H 3.5653 -0.9280 4.0409 -0.0043 0.0126 -0.0177
H 5.5827 0.4932 4.2068 -0.0041 0.0069 -0.0088
H 5.9915 2.2559 2.5202 -0.0068 -0.0076 -0.0028
H 4.3988 2.6175 0.6973 -0.0048 -0.0103 0.0167
H 4.3009 0.0114 -0.7669 0.0211 0.0325 -0.0046
H 5.5006 -0.0928 -2.9118 -0.0037 0.0129 0.0040
H 4.6569 1.1624 -4.8699 -0.0195 -0.0115 0.0084
H 2.5767 2.4917 -4.6761 0.0069 0.0019 0.0100
H 1.3560 2.5753 -2.5423 0.0160 0.0064 0.0051
O -0.3398 -0.9541 1.9431 0.0513 0.0159 0.1296
N -0.5391 -0.3251 3.0983 -0.1311 0.0676 -0.1958
C -1.2686 -0.9899 4.0140 -0.0672 0.0143 -0.0156
C -1.5224 -0.4248 5.2388 -0.0165 -0.0301 0.0392
C -1.0272 0.8403 5.5297 -0.0149 -0.0011 0.0245
C -0.2752 1.4940 4.5744 0.0503 0.0379 -0.0227
C -0.0366 0.8864 3.3593 -0.0412 -0.0238 0.0275
H -1.6227 -1.9559 3.6890 0.0004 0.0052 -0.0090
H -2.1144 -0.9785 5.9526 -0.0006 0.0100 0.0027
H -1.2305 1.3049 6.4845 0.0024 -0.0117 -0.0161
H 0.1305 2.4810 4.7425 -0.0094 -0.0066 0.0053
H 0.5588 1.3240 2.5797 -0.0158 0.0890 -0.0498
```
Forces are in eV/Å.

* molecular weight: 915.000 g mol⁻¹
* net charge: +1
* DFT total energy: -2672.62013 Eh
* multiplicity: 3

---

Energy above the lowest of the compared OMol25 structures with the same formula, charge and spin values (in kcal/mol) by entry order: 126.11; 0.00; 103.78; 97.17; 88.63; 12.41.